An isolated ion of composition C4H14N6PS and charge +1, computed with ωB97M-V/def2-TZVPD.

CARTESIAN COORDINATES (ANGSTROEM)
1 H -2.911 1.097 0.310
2 H -2.119 2.506 1.179
3 H 1.797 1.610 2.931
4 H -1.924 2.281 -0.507
5 N -0.543 -0.825 -1.178
6 H -1.125 -2.814 -1.192
7 H -2.146 -1.696 -0.258
8 P 0.220 0.545 -0.521
9 C -2.017 1.712 0.424
10 H -0.169 -0.275 -3.245
11 N 1.377 -0.329 0.412
12 N 1.988 0.343 1.463
13 S 0.989 1.830 -1.838
14 C 1.455 1.441 2.003
15 C -1.131 -1.902 -0.513
16 H 0.008 2.725 1.786
17 H 2.725 -1.875 0.849
18 N 0.658 2.155 1.248
19 H -1.163 -1.648 -3.029
20 H 3.225 -1.010 -0.884
21 C 2.378 -1.316 -0.135
22 N -0.742 -0.786 -2.549
23 H -0.703 -2.159 0.410
24 H 1.682 -2.129 -0.536
25 N -0.897 0.904 0.614
26 H 2.588 -0.280 2.038

Computed properties:
net charge	+1
Kohn-Sham gap (alpha / beta)	5.531 / 7.613	eV
relative energy (zero: lowest compared OMol25 entry of this formula, charge and spin)	71.00	kcal/mol
energy	-33428.0506	eV
E_HOMO (alpha / beta)	-11.42 / -11.85	eV
SMILES	[H]/N=C/NN(C)[P@]([S-])(=NC)[N+](C)=[NH2+]
LUMO (alpha / beta)	-5.89 / -4.23	eV